1.
A molecular structure, C26H21N10STi. Source: the OMol25 dataset; level of theory: ωB97M-V with the def2-TZVPD basis set.

```
59
Properties=species:S:1:pos:R:3:forces:R:3
C 1.691 -1.628 -5.241 0.01 -0.01 0.01
N -2.355 -1.125 -0.922 -0.21 0.03 0.02
C -0.228 2.407 2.050 0.01 0.01 0.00
H 2.836 2.714 -0.862 -0.02 0.00 0.01
C 0.584 -0.964 -4.721 -0.01 0.06 -0.01
C 4.492 -0.019 -1.372 -0.04 0.00 0.00
H -2.522 -0.694 3.737 0.01 0.02 -0.01
H -0.322 4.882 0.909 0.00 0.00 0.00
H 3.788 -2.017 -0.975 0.01 0.00 0.00
C -0.476 3.701 2.714 -0.01 0.01 0.05
C 0.942 1.077 0.436 -0.03 0.03 0.22
C 0.743 2.297 1.047 -0.08 0.00 -0.13
C 3.566 -0.959 -0.938 0.01 0.00 0.03
N 2.383 -0.592 -0.453 -0.12 0.09 -0.11
H -1.454 -4.663 3.852 0.00 -0.01 0.00
H -0.011 -0.327 -5.358 -0.02 0.00 0.02
C -2.204 -0.255 -3.600 -0.01 0.02 0.00
N -0.944 6.143 3.951 -0.03 0.17 0.09
C -0.715 3.772 4.083 -0.01 0.00 0.03
C -1.006 -1.277 2.310 -0.14 -0.09 0.09
N 4.211 1.276 -1.373 0.05 0.02 -0.03
C -0.476 4.882 1.981 0.02 0.04 -0.04
C 2.134 0.730 -0.364 0.12 -0.07 -0.09
H 0.036 -4.338 1.862 -0.01 0.00 0.01
H -2.779 0.472 -3.029 0.00 -0.01 0.00
H 2.564 -3.263 -2.430 0.00 0.00 0.00
C 0.247 -1.151 -3.395 0.25 -0.22 -0.04
C -0.873 1.243 2.465 -0.09 0.01 -0.09
H -1.921 0.167 -4.559 0.02 0.01 0.01
C -2.490 -2.368 -0.526 0.02 0.04 0.03
N 0.990 -1.946 -2.580 -0.15 0.27 0.10
H -4.358 -2.083 0.217 0.00 0.00 -0.01
C -0.625 0.054 1.803 0.16 0.17 0.04
N -3.584 -2.728 0.161 -0.02 0.02 0.04
N -1.136 -1.027 -1.565 0.33 0.00 0.06
N 0.205 0.005 0.754 0.10 -0.11 0.09
C -0.937 5.017 4.654 0.04 -0.09 -0.09
H -2.865 -1.109 -3.778 0.02 -0.01 -0.03
C 2.410 -2.478 -4.424 -0.01 0.00 0.01
C -0.720 6.076 2.645 -0.02 -0.12 -0.02
C -0.492 -3.507 2.308 -0.04 0.02 0.03
Ti 0.370 -1.793 -0.403 0.05 -0.54 -0.14
H -0.695 2.890 4.710 0.00 0.00 0.00
C -1.346 -3.690 3.390 0.01 0.02 -0.03
N -2.074 -2.696 3.876 -0.03 -0.04 0.04
H 1.964 -1.499 -6.279 0.00 0.00 0.00
H -3.768 -3.703 0.323 0.00 0.00 -0.02
C 2.027 -2.598 -3.095 0.01 0.00 -0.06
N -0.321 -2.301 1.773 -0.09 0.12 -0.23
C -1.038 -0.717 -2.804 -0.27 0.01 0.12
C -1.911 -1.495 3.339 0.06 -0.04 -0.05
S -1.272 -3.617 -0.857 0.17 0.22 0.10
H -0.745 7.014 2.103 0.01 0.00 -0.01
H 3.248 -3.049 -4.797 0.00 0.00 0.00
H 1.373 3.144 0.820 0.00 0.00 -0.02
C 3.045 1.651 -0.867 -0.03 -0.02 0.01
H -1.110 5.111 5.719 -0.01 0.00 0.01
H 5.465 -0.321 -1.738 0.00 -0.01 0.01
H -1.541 1.274 3.314 -0.02 -0.01 -0.01
```
Forces are in eV/Å.

Largest force on an atom: 0.56 eV Å⁻¹
Molecular weight: 553.46 g mol⁻¹
2S+1: 2
Gap between HOMO and LUMO (spin up / spin down): 6.68 / 6.79 eV
HOMO energy (spin up / spin down): -14.181 / -14.180 eV
Lowest unoccupied orbital energy (spin up / spin down): -7.50 / -7.39 eV
Net charge: +2

---

2.
A molecular structure, C29H36HgN9O5. Source: the OMol25 dataset; level of theory: ωB97M-V with the def2-TZVPD basis set.

```
80
Properties=species:S:1:pos:R:3:forces:R:3
C -0.201 -0.042 4.125 0.63 -0.53 0.86
C 1.352 -0.684 -2.964 0.30 0.11 0.04
C -4.363 -1.525 -2.756 0.05 0.40 0.09
N -0.268 3.404 2.277 0.29 1.64 2.02
H -4.760 -0.179 0.597 0.01 -0.08 -0.03
H 2.622 2.984 4.922 0.04 0.04 0.05
H -0.125 -1.173 -6.548 0.03 0.01 0.03
C 1.506 0.301 -3.958 -0.04 -0.06 -0.06
H -1.823 1.742 1.494 -0.66 0.61 0.98
C 0.981 0.130 -5.230 0.05 -0.06 0.10
N 1.658 0.277 2.453 -0.43 -0.29 0.55
H 1.081 0.924 -5.963 0.02 -0.02 0.01
C 5.810 0.595 -0.857 -0.08 -0.03 -0.01
H 6.283 -0.426 -2.684 -0.02 0.00 -0.03
Hg 0.278 -0.694 0.224 -0.28 0.15 -0.01
H -1.002 1.580 4.776 -0.29 0.89 0.47
H 3.950 -0.980 -3.237 0.04 0.01 0.01
C 5.487 -0.109 -2.018 -0.10 0.06 0.09
C 1.326 -0.031 3.850 -0.02 0.15 -0.01
H 2.741 -2.150 -0.250 0.08 -0.05 -0.16
H 2.027 1.215 -3.695 -0.04 -0.01 -0.02
H 0.052 2.959 1.395 0.36 0.19 0.00
H -7.254 -1.885 -5.412 0.04 0.01 0.05
N 2.078 -3.220 1.341 -0.48 0.16 0.17
O -0.541 0.164 5.333 -0.01 -1.06 -0.66
H 6.839 0.833 -0.613 -0.03 0.00 -0.02
C -0.908 2.528 3.057 -1.41 0.48 -0.88
O 0.572 -4.894 1.359 -0.09 0.70 -0.23
H -1.750 0.750 2.854 -1.20 0.25 0.52
C -5.840 -2.924 -4.122 0.03 0.18 0.01
C 2.001 0.920 4.852 0.10 0.11 -0.02
N -2.877 -0.350 -1.259 0.64 1.19 -0.56
C -4.979 -0.375 -3.371 -0.12 -0.11 -0.10
H 2.732 -3.976 1.271 0.22 -0.28 -0.09
H -3.343 -0.375 1.652 -0.12 0.08 -0.08
H 4.986 1.582 0.864 -0.03 -0.01 0.01
N 1.816 -0.467 -1.665 -0.12 0.00 -0.30
H 0.541 4.109 4.845 -0.07 0.06 0.01
C -4.828 -2.809 -3.197 -0.10 0.05 -0.13
N 2.442 -2.026 0.708 0.09 -0.22 -0.04
C 1.801 2.397 4.502 0.07 0.05 0.18
C 4.176 -0.425 -2.334 0.00 0.07 0.11
C -3.386 -1.405 -1.767 -0.08 -0.86 0.28
C 3.448 0.685 -0.320 0.02 -0.06 -0.04
C 0.161 -2.029 -4.595 -0.03 0.06 0.05
C -5.995 -0.513 -4.291 0.04 -0.15 0.02
N 0.056 2.388 0.162 0.03 -1.45 -2.67
H -4.616 0.610 -3.094 -0.06 -0.06 0.01
C 4.765 0.995 -0.023 -0.04 -0.06 -0.10
C -0.636 1.298 0.089 0.37 -0.68 -0.76
H -4.367 -3.694 -2.771 0.00 0.09 0.00
H 1.596 0.702 5.842 0.13 0.05 0.00
H 1.863 2.520 3.418 0.20 0.08 0.13
O -1.971 1.496 -0.100 0.16 0.01 -1.36
C 0.306 -1.041 -5.562 0.02 -0.02 0.04
H -0.544 3.168 -0.128 -0.07 -0.05 -0.11
H 3.167 -1.561 1.227 0.08 0.09 0.07
H 0.455 3.931 2.739 -0.04 0.12 0.12
C -6.458 -1.783 -4.682 0.09 0.03 0.05
H 2.633 1.038 0.306 0.12 0.02 -0.13
O -0.966 -0.138 3.148 2.38 -4.35 1.23
H 3.076 0.719 4.871 0.02 -0.07 -0.08
C 3.097 -0.070 -1.473 0.05 0.14 -0.13
H 1.672 -1.045 4.062 0.02 -0.07 -0.09
O -0.092 -2.842 0.668 -0.10 -0.11 -0.04
C 0.666 -1.854 -3.313 -0.11 -0.01 0.05
N -1.816 1.729 2.514 -0.66 3.80 -0.97
C 0.498 3.026 4.992 -0.35 -0.19 -0.23
C -3.822 0.278 0.905 -0.11 0.31 0.13
H -0.370 -2.941 -4.841 -0.03 0.02 0.06
C 0.748 -3.695 1.095 0.29 -0.35 0.26
C -2.944 0.461 -0.291 -0.22 -1.02 0.28
H 1.321 1.193 2.178 0.05 -0.07 -0.03
H 2.662 0.254 2.316 -0.03 0.07 -0.05
H 0.506 -2.611 -2.549 0.01 0.04 -0.07
H -6.170 -3.911 -4.432 0.01 0.00 0.02
N -0.721 2.494 4.367 0.56 0.11 1.04
H -6.447 0.376 -4.728 0.05 -0.04 0.01
H -4.039 1.243 1.379 -0.04 -0.24 0.00
H 0.390 2.855 6.061 -0.04 0.00 0.05
```
Forces are in eV/Å.

Largest force on an atom: 5.11 eV Å⁻¹
Molecular weight: 791.25 g mol⁻¹
2S+1: 2
Energy relative to the best compared isomer or geometry (same formula, charge and spin): 1.936 eV
Gap between HOMO and LUMO (spin up / spin down): 3.85 / 5.21 eV
HOMO energy (spin up / spin down): 0.273 / -1.089 eV
Lowest unoccupied orbital energy (spin up / spin down): 4.12 / 4.12 eV
Net charge: -2

---

3.
A molecular structure, C4H4O6Y. Source: the OMol25 dataset; level of theory: ωB97M-V with the def2-TZVPD basis set.

```
15
Properties=species:S:1:pos:R:3:forces:R:3
O -0.327 -3.236 2.230 -0.32 0.77 -0.50
O -0.885 -2.998 0.188 -0.97 0.07 -0.02
H -1.298 1.634 0.500 0.44 -0.04 -0.02
C -0.649 1.743 -0.374 0.41 0.19 -0.73
O 2.255 0.330 0.320 2.69 -1.00 2.75
H -0.843 0.747 -2.314 0.53 0.49 0.16
C 1.553 1.029 -0.420 -5.82 -1.61 -1.01
C -0.563 -2.455 1.267 2.23 -2.09 0.75
C -0.592 0.504 -1.275 -0.11 3.74 -3.01
O 1.114 0.578 -1.566 -1.19 -1.84 0.42
H -0.925 2.655 -0.907 0.00 -0.21 -0.06
H -1.458 -0.151 -1.140 1.64 -2.17 1.17
O 0.719 1.897 0.079 1.10 1.09 2.17
Y 1.971 -1.029 2.126 -2.84 0.56 -2.93
O -0.072 -1.248 1.285 2.21 2.06 0.87
```
Forces are in eV/Å.

Largest force on an atom: 6.12 eV Å⁻¹
Molecular weight: 236.98 g mol⁻¹
2S+1: 2
Energy relative to the best compared isomer or geometry (same formula, charge and spin): 3.922 eV
Gap between HOMO and LUMO (spin up / spin down): 7.61 / 7.58 eV
HOMO energy (spin up / spin down): -18.779 / -18.743 eV
Lowest unoccupied orbital energy (spin up / spin down): -11.17 / -11.17 eV
Net charge: +2

---

4.
A single C2H5N3O molecule. Source: the OMol25 dataset; level of theory: ωB97M-V with the def2-TZVPD basis set.

```
11
Properties=species:S:1:pos:R:3:forces:R:3
H 0.338 2.353 1.601 0.00 -0.05 -0.07
N 0.382 -0.745 -1.199 0.07 -0.02 -0.05
C 0.410 0.935 0.117 -0.09 0.19 0.31
H -1.625 -0.768 -0.574 0.10 -0.03 0.08
H 1.297 2.750 0.214 -0.11 -0.15 0.04
C -0.605 -0.975 -0.240 -0.18 -0.16 -0.18
N -0.187 -2.243 -0.037 -0.19 0.03 0.13
H -0.936 -2.897 -0.275 0.12 0.06 -0.02
O -0.356 0.156 0.809 0.25 0.13 -0.15
H 1.264 -0.959 -0.737 -0.03 0.04 -0.03
N 0.693 2.097 0.686 0.05 -0.04 -0.07
```
Forces are in eV/Å.

Largest force on an atom: 0.37 eV Å⁻¹
Molecular weight: 87.08 g mol⁻¹
2S+1: 1
Energy relative to the best compared isomer or geometry (same formula, charge and spin): 5.830 eV
Gap between HOMO and LUMO (spin up / spin down): 8.65 / 8.65 eV
HOMO energy (spin up / spin down): -8.644 / -8.642 eV
Lowest unoccupied orbital energy (spin up / spin down): 0.01 / 0.01 eV
Net charge: 0